(1)
DFT (wB97M-V/def2-TZVPD) results for C4H9NO as an isolated structure.

Its total charge is 0. The calculation puts the calculated total energy at -7827.705 eV. Its energy relative to the best compared isomer or geometry (same formula, charge and spin) is 4.615 eV. As for the gap between HOMO and LUMO: 8.1843 eV.

CARTESIAN COORDINATES (ANGSTROEM)
C 0.05374 -1.61790 0.78861
C 0.46443 -0.56290 1.68866
C 0.01736 0.74438 1.47035
C 0.39887 1.37938 0.23169
N 0.12405 2.72946 0.10322
O 0.98994 0.81014 -0.68603
H 0.27589 -2.63024 1.07397
H -0.82702 -1.34925 0.26380
H 1.07435 -0.98681 0.53344
H 0.94948 -0.85337 2.59262
H -2.27767 -2.81567 -5.11645
H -1.73130 -2.59558 -5.57567
H -0.26240 1.33018 2.33420
H 0.10020 3.28088 0.93920
H 0.65009 3.13730 -0.64162



(2)
DFT (wB97M-V/def2-TZVPD) results for C20H42B2CaF4N8O4 as an isolated structure.

Its total charge is 0. The calculation puts the calculated total energy at -72204.694 eV. Its energy relative to the best compared isomer or geometry (same formula, charge and spin) is 0.697 eV. As for the gap between HOMO and LUMO: 6.4652 eV.

CARTESIAN COORDINATES (ANGSTROEM)
Ca -0.39894 0.43873 -0.44934
C -4.16056 1.15810 -0.15068
N -3.69795 2.51858 -0.00768
C -4.20834 3.56682 -0.86757
C -3.54357 4.78496 -0.25156
N -2.31141 4.23196 0.31178
C -1.60511 5.12872 1.21172
C -2.48867 2.86150 0.52717
N -1.70110 1.98114 1.05676
C -0.67964 2.33195 2.03580
C -0.60478 1.21726 3.05852
N -0.05759 0.00286 2.46551
C 0.43004 -0.84958 3.29752
N 0.42108 -0.79248 4.70382
C -0.81743 -0.55262 5.43331
C 1.12301 -1.97748 5.20534
C 1.98459 -2.38175 4.03039
N 1.15247 -1.95945 2.92214
C 1.68394 -2.06533 1.58803
H -5.24695 1.14549 -0.04589
H -3.73832 0.55663 0.65130
H -3.89085 0.73264 -1.11658
H -5.29597 3.61808 -0.80966
H -3.90448 3.41072 -1.90637
H -4.16902 5.21349 0.54235
H -3.31488 5.56195 -0.97930
H -1.72249 6.13826 0.82095
H -0.53691 4.91341 1.24737
H -2.00487 5.11575 2.22927
H -0.90680 3.24838 2.57898
H 0.30729 2.46777 1.57635
H -1.62227 1.07534 3.43487
H 0.02408 1.54261 3.89721
H -1.58987 -1.28471 5.16710
H -1.20726 0.44681 5.27802
H -0.59943 -0.65992 6.49507
H 0.40450 -2.77229 5.44006
H 1.69006 -1.74139 6.10463
H 2.18430 -3.45145 3.98836
H 2.94419 -1.84541 4.03319
H 2.11591 -3.05784 1.46138
H 2.44852 -1.30257 1.38746
H 0.89980 -1.96455 0.84555
C 4.30365 0.52091 -0.72066
O 3.70794 1.80125 -1.01746
C 2.43885 1.91418 -0.64541
O 1.83916 1.07113 0.00593
N 1.89355 3.09109 -1.05024
N 0.49827 3.18359 -0.97759
H 5.32707 0.59514 -1.07175
H 3.76508 -0.26365 -1.24990
H 4.27295 0.33272 0.34962
H 2.39797 3.62509 -1.73686
H 0.09614 3.13774 -1.90870
H 0.20761 4.03972 -0.53073
C 2.08500 -4.42188 -1.52144
C 0.82762 -3.95146 -2.24350
C 0.02002 -5.15235 -2.70195
O 0.04896 -3.18971 -1.30642
B 0.29573 -1.80746 -1.46884
O 1.11254 -1.67646 -2.61426
C 1.12292 -2.91199 -3.35125
C 2.46907 -3.07291 -4.03451
C 0.01577 -2.82021 -4.39569
H 1.78625 -5.00375 -0.64759
H 2.68045 -3.57204 -1.18130
H 2.71034 -5.05604 -2.15485
H -0.14523 -5.83193 -1.86426
H 0.55043 -5.70381 -3.48427
H -0.95083 -4.84773 -3.08915
H 3.28776 -2.95460 -3.32484
H 2.57985 -2.31778 -4.81399
H 2.55836 -4.05700 -4.50429
H -0.96076 -2.71403 -3.91999
H -0.00711 -3.69383 -5.05242
H 0.18769 -1.93099 -5.00312
F 0.01045 1.23585 -2.78903
B -1.38322 1.37868 -3.10155
F -2.00152 0.41256 -2.24501
F -1.65175 1.19830 -4.42477
F -1.78544 2.66256 -2.65058



(3)
DFT (wB97M-V/def2-TZVPD) results for a 2-piece molecular cluster, C4H10O2 overall.

Its total charge is 0. The calculation puts the calculated total energy at -8404.754 eV. As for the structure (SMILES): CC(C)C=O.O. Its energy relative to the best compared isomer or geometry (same formula, charge and spin) is 0.793 eV. As for the gap between HOMO and LUMO: 10.3038 eV.

CARTESIAN COORDINATES (ANGSTROEM)
C -0.94263 0.13197 0.53501
C -0.00012 1.21613 0.00415
C 1.28773 0.58101 -0.50661
C -0.75119 1.87468 -1.14118
O -0.41634 1.82546 -2.29631
H -0.41524 -0.41401 1.32193
H -1.84751 0.50776 1.02207
H -1.22844 -0.59058 -0.22600
H 0.20155 1.96292 0.77111
H 1.65412 -0.15033 0.21455
H 1.14036 0.07530 -1.45868
H 2.05718 1.32996 -0.68024
H -1.70830 2.38573 -0.90463
O 0.14683 -3.38646 0.83676
H -0.08626 -3.38978 1.77006
H 0.90825 -3.95977 0.73804